(1)
The following is a quantum chemistry calculation of the molecule C4H5NO, from the Open Molecules 2025 dataset.

Values from the calculation:
* lowest unoccupied orbital energy: 0.84 eV
* relative energy (zero: lowest compared OMol25 entry of this formula, charge and spin): 54.5 kcal/mol

Each line ends with the Mulliken charge.
Geometry (Å):
N -1.389 0.623 0.013  -0.01
C -0.677 1.608 -0.594  -0.32
C -0.864 -0.550 0.584  -0.24
C 0.412 -0.858 0.393  -0.40
C 1.253 0.038 -0.460  -0.28
O 0.607 1.304 -0.768  -0.17
H -2.354 0.851 0.195  0.22
H -1.546 -1.141 1.187  0.36
H 0.859 -1.743 0.835  0.33
H 1.503 -0.431 -1.420  0.24
H 2.196 0.297 0.036  0.26

(2)
The following is a quantum chemistry calculation of a 2-piece molecular cluster, C5H7INS2 overall at a distorted geometry, from the Open Molecules 2025 dataset.

Values from the calculation:
* charge: +1
* <S²>: 2.032
* lowest unoccupied orbital energy (alpha / beta): -4.03 / -6.31 eV
* 2S+1: 3

Each line ends with the Mulliken charge.
Geometry (Å):
C -1.164 0.725 -0.057  -0.81
C -1.240 2.111 -0.213  -0.40
C 0.826 1.267 -1.174  -0.59
C 0.032 0.258 -0.577  0.91
C 0.533 -1.042 -0.343  -1.01
N -0.465 -2.045 0.146  -0.16
S 0.167 2.757 -1.002  -0.04
S 2.134 -1.089 1.800  -0.13
I 1.998 1.178 2.349  0.28
H -1.948 0.076 0.328  0.22
H -1.908 2.911 0.189  0.38
H 1.748 1.057 -1.643  0.45
H 1.481 -1.513 -0.485  0.96
H -1.418 -1.646 -0.038  0.31
H -0.450 -2.825 -0.411  0.34
H -0.329 -2.181 1.132  0.32

(3)
The following is a quantum chemistry calculation of C36H24Cl3F5N6O3S3Sn as an isolated structure, from the Open Molecules 2025 dataset.

Values from the calculation:
* charge: -2
* lowest unoccupied orbital energy: 3.85 eV
* relative energy (zero: lowest compared OMol25 entry of this formula, charge and spin): 22.4 kcal/mol

Each line ends with the Mulliken charge.
Geometry (Å):
Sn 0.023 -0.273 0.219  1.81
C -4.941 1.315 -2.670  -0.91
N -4.736 0.759 -1.347  0.21
C -4.799 1.494 -0.169  -1.21
C -4.416 0.689 0.824  -0.21
N -4.089 -0.542 0.248  0.55
C -4.318 -0.519 -1.115  0.23
S -4.264 -1.778 -2.224  -0.50
C -3.574 -1.629 1.007  -0.23
C -4.192 -1.941 2.212  -0.60
C -3.687 -2.994 2.955  -0.46
C -2.593 -3.689 2.474  -0.58
C -2.030 -3.265 1.280  -0.19
N -2.509 -2.257 0.550  0.08
H -5.791 1.995 -2.648  0.33
H -5.131 0.494 -3.354  0.32
H -4.053 1.856 -2.996  0.29
H -5.065 2.539 -0.162  0.54
H -4.248 0.891 1.868  0.57
H -5.048 -1.371 2.549  0.48
H -4.147 -3.264 3.899  0.39
H -2.148 -4.504 3.031  0.42
H -1.130 -3.737 0.896  0.31
Cl 2.505 0.186 2.770  -0.13
C 3.672 -1.041 2.417  0.58
C 4.689 -1.205 3.345  -0.66
C 5.681 -2.146 3.137  -0.36
C 5.638 -2.918 1.989  -0.70
C 4.611 -2.747 1.075  0.29
Cl 4.650 -3.783 -0.332  -0.25
C 3.571 -1.800 1.236  -0.47
S 2.336 -1.656 0.010  -0.19
H 4.687 -0.586 4.233  0.38
H 6.475 -2.279 3.861  0.34
H 6.396 -3.665 1.790  0.38
O 1.224 1.775 0.256  -0.65
S 1.306 2.644 -0.999  0.80
C 1.463 4.311 -0.321  -0.84
C 2.868 4.338 0.270  -0.67
C 3.765 3.827 -0.861  -0.66
C 3.065 2.595 -1.460  -0.79
H 0.652 4.434 0.397  0.38
H 1.335 5.018 -1.148  0.34
H 2.905 3.644 1.113  0.23
H 3.157 5.328 0.626  0.43
H 4.766 3.579 -0.505  0.37
H 3.863 4.602 -1.625  0.30
H 3.404 1.649 -1.036  0.28
H 3.117 2.529 -2.547  0.48
Cl 1.804 -4.407 -7.144  -0.27
C 1.639 -3.174 -5.902  0.51
C 0.859 -3.434 -4.789  -0.82
C 0.728 -2.450 -3.816  -0.22
C 1.379 -1.231 -3.951  -0.05
C 2.161 -0.997 -5.075  -0.16
C 2.294 -1.964 -6.063  -0.73
C 1.252 -0.157 -2.887  0.09
O 2.031 0.799 -2.936  -0.67
O 0.338 -0.371 -2.017  -0.40
H 0.360 -4.389 -4.686  0.40
H 0.114 -2.617 -2.941  0.55
H 2.668 -0.043 -5.152  0.42
H 2.898 -1.788 -6.944  0.39
N -1.704 2.040 -0.735  -0.23
C -1.909 3.102 -1.146  0.24
C -2.205 4.402 -1.636  0.36
C -1.213 5.221 -2.243  0.11
N -0.416 5.902 -2.734  -0.68
C -3.528 4.903 -1.485  0.05
N -4.606 5.310 -1.369  -0.68
F 0.966 -2.814 3.374  -0.45
C 0.062 -1.887 3.824  -0.18
C -0.523 -1.007 2.953  -0.82
C -1.423 -0.165 3.535  1.15
F -2.085 0.778 2.771  -0.40
C -1.768 -0.170 4.876  -0.15
F -2.693 0.669 5.393  -0.38
C -1.144 -1.076 5.708  0.88
F -1.440 -1.114 7.020  -0.38
C -0.208 -1.946 5.176  0.05
F 0.398 -2.829 6.000  -0.37

(4)
The following is a quantum chemistry calculation of C12H17AlBrClFO2 as an isolated structure at a distorted geometry, from the Open Molecules 2025 dataset.

Values from the calculation:
* charge: -1
* lowest unoccupied orbital energy: 2.56 eV
* relative energy (zero: lowest compared OMol25 entry of this formula, charge and spin): 36.1 kcal/mol

Each line ends with the Mulliken charge.
Geometry (Å):
C 0.048 -1.466 -0.464  -0.64
C 1.374 -1.015 -1.283  -0.27
O 1.271 0.404 -1.457  -0.26
C 2.557 1.025 -1.668  -0.67
C 3.489 1.046 -0.338  -0.60
Al 2.476 1.827 1.297  0.25
Cl 2.466 4.111 1.070  -0.46
C 3.561 1.230 2.972  -0.50
C 5.095 1.364 2.542  0.34
O 5.720 0.384 2.110  -0.52
Br 6.056 3.124 2.639  -0.23
H -0.006 -0.758 0.441  0.11
H 0.075 -2.562 -0.167  0.32
H -0.830 -1.185 -1.122  0.15
H 1.372 -1.610 -2.255  0.26
H 2.253 -1.357 -0.650  0.20
H 2.350 2.135 -1.892  0.27
H 3.120 0.631 -2.587  0.26
H 4.395 1.698 -0.558  0.38
H 3.840 -0.017 -0.064  0.27
H 1.013 1.218 1.306  -0.22
H 3.306 0.163 3.287  0.27
H 3.344 1.986 3.793  0.30
F -2.544 -2.302 -1.103  -0.28
C -3.698 -1.670 -0.843  0.34
C -3.876 -1.060 0.388  -0.28
C -5.070 -0.400 0.657  -0.37
C -6.076 -0.367 -0.306  -0.47
C -5.888 -0.987 -1.537  -0.34
C -4.690 -1.638 -1.810  -0.45
H -3.084 -1.103 1.127  0.42
H -5.217 0.087 1.614  0.35
H -7.009 0.145 -0.094  0.35
H -6.674 -0.964 -2.284  0.34
H -4.522 -2.119 -2.766  0.39

(5)
The following is a quantum chemistry calculation of a 3-piece molecular cluster, C4H13NO2S overall at a distorted geometry, from the Open Molecules 2025 dataset.

Values from the calculation:
* lowest unoccupied orbital energy: -1.34 eV
* relative energy (zero: lowest compared OMol25 entry of this formula, charge and spin): 69.0 kcal/mol

Each line ends with the Mulliken charge.
Geometry (Å):
C -0.477 -1.076 1.014  -1.61
C -0.141 0.418 0.784  0.63
C 1.139 0.821 1.521  -1.07
S 0.840 0.686 3.290  -0.17
N -0.022 0.750 -0.653  -0.40
C -1.306 0.846 -1.382  -0.50
O -1.876 -0.382 -1.638  -0.49
H 0.381 -1.680 0.699  0.32
H -0.652 -1.177 2.103  0.46
H -1.335 -1.319 0.489  0.49
H -0.982 0.988 1.218  0.25
H 1.458 1.911 1.276  0.30
H 1.985 0.196 1.252  0.38
H 1.877 -1.017 2.956  0.14
H 0.475 1.642 -0.701  0.17
H -1.067 1.428 -2.307  0.33
H -2.024 1.368 -0.713  0.37
H -1.223 -0.896 -2.225  0.40
H 0.767 -0.620 -1.735  0.43
H 1.533 -1.662 -2.721  0.31
O 0.649 -1.224 -2.525  -0.74

(6)
The following is a quantum chemistry calculation of C5H9AgO2 as an isolated structure at a distorted geometry, from the Open Molecules 2025 dataset.

Values from the calculation:
* charge: +1
* <S²>: 0.759
* lowest unoccupied orbital energy (alpha / beta): -3.91 / -6.77 eV
* 2S+1: 2
* relative energy (zero: lowest compared OMol25 entry of this formula, charge and spin): 51.2 kcal/mol

Each line ends with the Mulliken charge.
Geometry (Å):
C 1.169 2.518 0.399  -0.61
O 0.476 1.287 0.190  -0.37
C -0.886 1.317 0.627  0.20
C -1.605 0.028 0.460  -0.78
O -0.808 -0.729 -0.212  -0.13
C -0.824 -2.226 -0.465  0.12
C 0.603 -2.528 -0.831  -0.94
Ag 1.207 -0.466 -0.645  0.56
H 2.215 2.356 0.119  0.23
H 0.733 3.301 -0.233  0.30
H 1.111 2.802 1.457  0.29
H -1.446 2.128 0.131  0.42
H -1.558 -2.350 -1.269  0.30
H -1.195 -2.664 0.468  0.33
H 0.690 -2.951 -1.840  0.32
H 1.076 -3.209 -0.111  0.35
H -0.959 1.386 1.755  0.40